# 1
A 2-piece molecular cluster, C4H14N2OS overall. Source: the Open Molecules 2025 dataset; level of theory: ωB97M-V with the def2-TZVPD basis set.

Last column: Mulliken spin population.
Cartesian coordinates (Å):
H (-3.527, 1.262, 0.497)  -0.06
H (1.616, -1.731, -0.785)  -0.10
H (-2.796, 0.104, 1.427)  -0.14
H (-2.943, 1.723, 1.936)  -0.06
H (-0.481, 1.853, -1.201)  -0.01
H (-1.400, -2.087, -0.153)  -0.36
O (2.681, 0.433, 5.341)  0.39
C (-2.738, 1.163, 1.109)  0.58
N (-1.374, 1.643, 0.641)  -0.08
H (0.466, 0.617, -2.884)  0.00
C (-0.505, -0.302, -0.981)  0.07
N (-1.530, -1.311, -1.045)  0.08
H (0.046, -0.350, -0.015)  0.51
H (-0.111, -1.095, -2.921)  -0.01
C (-1.186, 1.122, -0.720)  -0.08
C (0.392, -0.405, -2.283)  0.24
H (-0.660, 1.276, 1.214)  -0.06
H (2.909, 0.456, 6.219)  -0.06
H (2.752, -0.570, 5.283)  -0.17
H (-2.380, -0.954, -0.811)  0.15
H (-2.043, 1.056, -1.521)  -0.01
S (1.978, -1.051, -1.808)  0.18

Computed properties:
Relative energy (zero: lowest compared OMol25 entry of this formula, charge and spin)   274.7 kJ/mol
HOMO-LUMO gap (spin up / spin down)   2.45 / 9.01 eV
Charge   -1
⟨S²⟩   0.750
Multiplicity   2

---

# 2
A 3-piece molecular cluster, C4H14N2OS overall. Source: the Open Molecules 2025 dataset; level of theory: ωB97M-V with the def2-TZVPD basis set.

Last column: Löwdin charge in e.
Cartesian coordinates (Å):
H (-3.463, 0.406, 1.662)  0.11
H (-2.277, -1.307, -0.157)  0.11
O (-1.460, 0.591, -1.191)  -0.19
H (-1.892, -1.357, 2.333)  0.03
H (1.196, 0.334, 1.197)  0.09
H (0.898, -1.399, 0.780)  -0.05
C (-2.394, 0.382, 1.304)  -0.26
H (-1.926, 1.409, 1.354)  0.12
S (3.263, 1.218, -2.706)  0.67
H (1.335, 1.569, -1.373)  0.05
H (-3.356, -0.006, -0.648)  0.10
H (2.571, 1.849, -3.639)  -0.17
H (1.172, 0.193, -2.457)  0.04
C (2.319, -0.232, -0.574)  -0.35
H (3.262, 0.299, -0.318)  0.09
C (-2.379, -0.165, -0.146)  -0.24
H (-1.531, -0.106, 3.193)  0.05
N (1.483, -0.451, 0.585)  0.01
C (1.775, 0.671, -1.730)  -0.52
N (-1.562, -0.421, 2.257)  0.00
H (0.257, -2.305, 1.295)  0.18
H (2.710, -1.172, -1.021)  0.12

Computed properties:
Relative energy (zero: lowest compared OMol25 entry of this formula, charge and spin)   971.3 kJ/mol
HOMO-LUMO gap   3.94 eV

---

# 3
C4H14N2P as an isolated structure. Source: the Open Molecules 2025 dataset; level of theory: ωB97M-V with the def2-TZVPD basis set.

Last column: Mulliken spin population.
Cartesian coordinates (Å):
C (1.106, 0.407, 0.524)  0.08
C (-1.333, -1.957, -0.520)  0.10
H (1.060, 2.426, -1.383)  0.00
H (0.682, -0.143, 1.337)  0.01
H (-3.383, 0.343, 0.962)  0.00
H (-2.242, -0.783, 1.779)  0.02
H (-1.714, -2.162, 0.514)  0.02
H (3.006, -0.172, -1.004)  0.00
H (-0.270, -2.139, -0.752)  0.02
H (1.002, 0.858, -2.296)  0.01
N (0.171, 0.616, -0.372)  0.24
H (-0.444, 1.948, -2.006)  -0.02
H (2.223, -1.549, -0.406)  0.00
P (-1.596, -0.072, -0.599)  1.39
C (-2.291, 0.158, 1.133)  0.08
H (-1.948, -2.457, -1.270)  0.01
N (2.581, -0.603, -0.173)  0.01
H (-1.756, 0.848, 1.625)  0.01
H (1.649, 1.425, 0.685)  -0.01
H (3.440, -0.720, 0.375)  0.00
C (0.484, 1.500, -1.573)  0.03

Computed properties:
Relative energy (zero: lowest compared OMol25 entry of this formula, charge and spin)   222.5 kJ/mol
HOMO-LUMO gap (spin up / spin down)   5.41 / 7.02 eV
Charge   +1
⟨S²⟩   2.004
Multiplicity   3

---

# 4
A 2-piece molecular cluster, C4H14N2S overall. Source: the Open Molecules 2025 dataset; level of theory: ωB97M-V with the def2-TZVPD basis set.

Last column: Mulliken spin population.
Cartesian coordinates (Å):
C (-2.804, 2.074, -0.590)  -0.10
H (2.963, -0.213, 1.358)  0.05
H (-2.327, 0.318, -2.598)  -0.04
H (1.721, -1.422, -2.078)  0.09
C (1.634, -1.514, 0.297)  0.89
S (1.704, -0.435, -1.173)  -0.33
H (2.037, -1.060, 3.560)  0.00
H (-2.645, 3.018, -1.118)  0.01
H (0.631, -1.926, 0.380)  -0.05
N (1.978, -1.581, 2.703)  -0.15
C (2.000, -0.701, 1.519)  0.29
H (-3.776, 1.714, -0.944)  0.00
H (-0.808, 0.105, -2.392)  0.00
H (2.781, -2.190, 2.633)  -0.05
H (-0.739, 1.621, -0.549)  -0.13
H (-2.928, 2.289, 0.473)  -0.03
H (2.327, -2.333, 0.105)  -0.04
N (-1.514, 0.826, -2.250)  -0.05
H (-1.817, 0.237, -0.181)  0.11
H (1.241, 0.068, 1.675)  0.00
C (-1.659, 1.106, -0.830)  0.52

Computed properties:
Relative energy (zero: lowest compared OMol25 entry of this formula, charge and spin)   0.0 kJ/mol
HOMO-LUMO gap (spin up / spin down)   2.44 / 8.59 eV
Charge   -1
⟨S²⟩   0.751
Multiplicity   2

---

# 5
A 3-piece molecular cluster, C4H14N2S overall. Source: the Open Molecules 2025 dataset; level of theory: ωB97M-V with the def2-TZVPD basis set.

Last column: Löwdin charge in e.
Cartesian coordinates (Å):
H (-0.317, -0.126, 0.061)  0.13
H (2.031, 0.200, -1.050)  0.07
H (3.935, -0.955, 0.097)  0.10
H (3.054, 1.335, -0.126)  0.07
H (-0.850, 1.132, -1.329)  0.00
C (-2.871, -0.592, -0.234)  -0.12
C (3.040, -0.680, 0.665)  -0.39
H (-2.005, -1.233, -0.463)  0.05
S (0.930, 1.119, 0.932)  0.65
H (1.438, -1.618, 1.465)  0.03
H (-1.901, 2.341, -1.448)  0.06
H (-1.724, 0.980, 0.725)  0.02
C (2.350, 0.487, -0.026)  -0.63
H (-3.608, -0.722, -1.058)  0.08
C (-2.418, 0.858, -0.118)  -0.41
H (1.786, -2.149, -0.024)  0.06
H (3.357, -0.371, 1.677)  0.11
N (2.218, -1.888, 0.859)  -0.03
N (-1.840, 1.332, -1.390)  -0.02
H (-3.285, 1.472, 0.091)  0.10
H (-3.319, -0.923, 0.694)  0.06

Computed properties:
Relative energy (zero: lowest compared OMol25 entry of this formula, charge and spin)   240.7 kJ/mol
HOMO-LUMO gap   8.36 eV

---

# 6
A 2-piece molecular cluster, C4H14N2S overall. Source: the Open Molecules 2025 dataset; level of theory: ωB97M-V with the def2-TZVPD basis set.

Last column: Löwdin charge in e.
Cartesian coordinates (Å):
C (-2.523, -0.958, 0.238)  -0.30
H (-2.537, -0.185, 1.012)  0.11
C (2.261, 1.843, -0.280)  -0.66
H (-1.079, -1.774, -1.122)  0.11
H (4.169, 0.882, -0.534)  0.07
C (3.334, 0.858, 0.174)  -0.19
C (-1.155, -0.942, -0.421)  -0.27
N (-0.045, -0.973, 0.552)  -0.05
N (-3.533, -0.863, -0.823)  -0.01
H (2.669, 2.850, -0.327)  0.05
H (-3.496, 0.086, -1.194)  0.07
H (0.422, 0.507, 0.752)  -0.13
H (1.870, 1.558, -1.257)  0.05
H (3.683, 1.074, 1.180)  0.06
H (-4.451, -0.873, -0.385)  0.07
H (2.939, -0.160, 0.156)  0.05
H (-1.039, -0.019, -1.000)  0.10
H (-0.393, -1.336, 1.426)  0.09
H (0.718, -1.571, 0.258)  0.09
S (0.854, 1.922, 0.867)  0.56
H (-2.668, -1.926, 0.727)  0.11

Computed properties:
Relative energy (zero: lowest compared OMol25 entry of this formula, charge and spin)   46.6 kJ/mol
HOMO-LUMO gap   8.77 eV

---

# 7
A 2-piece molecular cluster, C4H14N3 overall. Source: the Open Molecules 2025 dataset; level of theory: ωB97M-V with the def2-TZVPD basis set.

Last column: Löwdin charge in e.
Cartesian coordinates (Å):
H (0.059, 0.266, 3.139)  0.07
C (0.807, 0.991, 2.802)  -0.09
H (-0.118, 1.234, 0.859)  0.09
H (2.453, 0.656, -0.926)  0.09
C (-2.261, -0.965, -1.685)  -0.16
H (1.510, 1.844, 0.973)  0.12
H (-0.447, -1.223, -2.470)  0.12
C (1.651, -0.051, -0.729)  -0.15
C (0.874, 1.013, 1.292)  -0.32
H (-3.282, -1.327, -1.721)  0.17
H (0.509, 1.952, 3.215)  0.08
N (-1.431, -1.392, -2.601)  0.21
N (1.464, -0.183, 0.698)  -0.13
H (1.737, 0.699, 3.282)  0.08
H (-1.743, -2.024, -3.319)  0.15
H (1.911, -0.997, -1.203)  0.09
N (-1.926, -0.112, -0.758)  0.20
H (0.762, 0.353, -1.258)  0.05
H (-0.945, 0.056, -0.549)  0.07
H (0.927, -1.004, 0.959)  0.11
H (-2.512, 0.213, 0.000)  0.15

Computed properties:
Relative energy (zero: lowest compared OMol25 entry of this formula, charge and spin)   119.2 kJ/mol
HOMO-LUMO gap   8.50 eV
Charge   +1

---

# 8
A 2-piece molecular cluster, C4H14N3 overall. Source: the Open Molecules 2025 dataset; level of theory: ωB97M-V with the def2-TZVPD basis set.

Last column: Löwdin charge in e.
Cartesian coordinates (Å):
C (-1.096, -1.265, 0.468)  -0.05
H (-0.348, 1.297, -2.516)  0.13
H (-3.155, -0.452, -0.300)  0.11
N (-0.769, -0.206, -0.463)  0.05
H (-0.609, -2.202, 0.110)  0.12
H (-2.052, -1.445, 0.909)  0.08
H (-1.949, 1.267, -3.127)  0.13
C (-1.619, 0.206, -1.400)  -0.40
H (3.940, -0.145, 0.909)  0.07
C (2.061, 0.955, 1.459)  -0.18
H (2.547, -0.865, 0.365)  0.05
N (-1.261, 0.869, -2.512)  0.21
H (2.261, 1.360, 2.513)  0.10
H (-3.696, 0.392, -1.701)  0.14
H (2.843, -0.869, 2.138)  0.07
H (0.224, 0.009, -0.548)  0.15
H (2.299, 1.621, 0.628)  0.06
H (-0.582, -1.003, 1.428)  0.10
N (-2.936, -0.033, -1.197)  0.20
C (2.911, -0.292, 1.226)  -0.17
H (0.986, 0.800, 1.608)  0.03

Computed properties:
Relative energy (zero: lowest compared OMol25 entry of this formula, charge and spin)   81.3 kJ/mol
HOMO-LUMO gap   11.32 eV
Charge   +1

---

# 9
A 3-piece molecular cluster, C4H14N3 overall. Source: the Open Molecules 2025 dataset; level of theory: ωB97M-V with the def2-TZVPD basis set.

Last column: Löwdin charge in e.
Cartesian coordinates (Å):
H (-3.971, -1.803, 0.021)  0.13
N (-1.665, -0.809, 0.724)  0.25
N (0.881, 0.302, 0.355)  0.11
C (4.564, 0.924, -0.643)  -0.09
N (-3.410, -0.549, -1.511)  0.08
H (-2.434, -0.785, -1.419)  0.06
H (3.870, 0.239, -1.156)  0.04
H (-0.194, -0.002, 0.406)  0.01
H (6.478, 0.076, -1.194)  0.06
H (-3.413, -0.551, 1.859)  0.13
H (-1.368, -1.218, 1.546)  0.06
C (-3.921, -0.725, -0.126)  -0.21
H (6.463, 1.295, 0.152)  0.02
H (-3.521, 0.443, -1.841)  0.13
C (-2.981, -0.239, 0.926)  -0.19
H (1.453, -0.513, 0.607)  0.05
H (-3.009, 0.828, 0.783)  0.16
C (5.923, 0.828, -0.604)  -0.05
H (-4.946, -0.296, -0.055)  0.16
H (4.061, 1.520, 0.120)  0.03
H (1.139, 1.037, 1.048)  0.06

Computed properties:
Relative energy (zero: lowest compared OMol25 entry of this formula, charge and spin)   791.8 kJ/mol
HOMO-LUMO gap   2.95 eV
Charge   +1

---

# 10
A 2-piece molecular cluster, C4H14N3 overall. Source: the Open Molecules 2025 dataset; level of theory: ωB97M-V with the def2-TZVPD basis set.

Last column: Löwdin charge in e.
Cartesian coordinates (Å):
H (0.254, -0.059, 1.056)  0.14
N (2.021, -2.246, -0.472)  0.21
H (-1.355, 1.562, 1.158)  0.05
C (1.921, 0.601, -0.056)  -0.01
H (-0.527, -2.192, 1.450)  0.13
H (-3.113, 2.133, -1.284)  0.07
N (0.090, -2.505, 0.721)  0.21
C (-1.543, 2.179, 0.276)  -0.15
C (-2.553, 1.455, -0.643)  -0.17
H (1.817, -3.119, -0.881)  0.11
H (1.416, 0.772, -1.008)  0.10
N (1.095, -0.423, 0.609)  0.05
H (2.576, -1.584, -1.004)  0.11
H (-0.607, 2.216, -0.276)  0.04
H (-2.065, 0.750, -1.324)  0.05
H (1.982, 1.507, 0.531)  0.10
H (-0.098, -3.453, 0.484)  0.13
H (2.915, 0.178, -0.186)  0.09
H (-2.030, 3.094, 0.593)  0.07
C (1.107, -1.717, 0.383)  -0.42
H (-3.302, 0.850, -0.127)  0.06

Computed properties:
Relative energy (zero: lowest compared OMol25 entry of this formula, charge and spin)   54.4 kJ/mol
HOMO-LUMO gap   11.80 eV
Charge   +1

---

# 11
A 3-piece molecular cluster, C4H14N3 overall. Source: the Open Molecules 2025 dataset; level of theory: ωB97M-V with the def2-TZVPD basis set.

Last column: Löwdin charge in e.
Cartesian coordinates (Å):
H (-1.619, -0.015, -2.239)  0.06
N (0.980, -0.438, -0.288)  0.00
H (2.664, -0.590, 0.817)  0.09
N (-1.318, -0.011, 2.626)  0.05
C (0.424, 1.333, -1.891)  -0.02
N (0.017, -1.989, 0.466)  0.20
H (-0.431, 2.006, -1.759)  0.09
H (2.808, -1.176, -0.846)  0.12
H (-0.383, -1.344, 1.230)  0.03
H (-1.332, 0.832, 3.121)  0.01
C (-1.212, -0.506, -1.438)  -0.01
H (-2.169, -0.052, 2.144)  0.00
C (2.370, -0.406, -0.195)  -0.04
H (0.373, 1.187, -3.045)  0.14
C (0.134, 0.062, -1.107)  -0.28
H (0.941, -2.210, 0.974)  0.08
H (-1.958, -0.495, -0.592)  0.12
H (-1.390, -0.724, 3.316)  0.03
H (-1.172, -1.562, -1.616)  0.09
H (1.343, 2.033, -1.706)  0.12
H (2.715, 0.664, -0.419)  0.13

Computed properties:
Relative energy (zero: lowest compared OMol25 entry of this formula, charge and spin)   420.5 kJ/mol
HOMO-LUMO gap   9.45 eV
Charge   +1

---

# 12
A 2-piece molecular cluster, C4H14N3 overall. Source: the Open Molecules 2025 dataset; level of theory: ωB97M-V with the def2-TZVPD basis set.

Last column: Löwdin charge in e.
Cartesian coordinates (Å):
H (-1.012, 0.121, 1.494)  0.06
H (0.639, 1.904, -1.836)  0.14
H (-2.089, -0.485, 0.111)  0.04
H (3.037, 0.148, -0.176)  0.16
N (0.254, -0.573, -1.553)  0.22
H (-2.219, 2.106, 0.573)  0.05
H (2.594, -1.940, 1.078)  0.10
C (-2.704, 1.331, 1.171)  -0.17
C (1.217, 0.132, -0.983)  -0.45
H (-2.529, -0.708, 1.801)  0.07
H (1.776, 2.052, -0.577)  0.13
H (1.285, -2.244, 0.012)  0.09
H (2.989, -2.388, -0.552)  0.10
H (-2.690, 1.704, 2.192)  0.07
N (2.199, -0.409, -0.270)  0.06
H (-0.601, -0.070, -1.737)  0.13
H (0.201, -1.578, -1.694)  0.14
H (-3.757, 1.306, 0.886)  0.07
C (-2.020, -0.041, 1.107)  -0.17
C (2.284, -1.827, 0.043)  -0.03
N (1.146, 1.459, -1.089)  0.21

Computed properties:
Relative energy (zero: lowest compared OMol25 entry of this formula, charge and spin)   18.7 kJ/mol
HOMO-LUMO gap   11.78 eV
Charge   +1

---

no.,DFT total energy (Eh)
1,-743.58898
2,-743.36388
3,-611.19026
4,-668.43831
5,-668.39467
6,-668.46860
7,-324.81943
8,-324.83387
9,-324.56325
10,-324.84413
11,-324.70467
12,-324.85773